This record from OMol25 describes a structure of composition C41H39Br3N6O15 in a non-equilibrium geometry. The level of theory is ωB97M-V/def2-TZVPD.

Geometry as XYZ:
```
104
C41H39Br3N6O15, DFT ωB97M-V/def2-TZVPD
C -16.59 12.94 16.83
C -17.83 12.64 17.40
C -17.90 12.51 18.77
C -16.78 12.69 19.56
C -15.56 13.09 19.03
C -15.50 13.17 17.65
N -16.91 12.55 21.00
O -15.86 12.42 21.62
O -18.03 12.59 21.50
H -16.54 13.11 15.76
H -18.65 12.41 16.74
H -18.80 12.22 19.30
H -14.70 13.27 19.65
H -14.56 13.46 17.19
C -13.92 18.17 13.71
C -14.43 16.96 14.18
C -13.72 15.79 14.02
C -12.46 15.83 13.41
C -11.96 17.01 12.94
C -12.65 18.20 13.18
N -11.82 14.55 13.09
O -10.96 14.55 12.26
O -12.17 13.59 13.73
H -14.47 19.09 13.78
H -15.44 16.85 14.54
H -14.21 14.89 14.37
H -11.03 17.02 12.38
H -12.20 19.09 12.75
C -19.87 16.64 19.84
C -18.56 16.52 20.24
C -17.55 16.28 19.33
C -17.86 16.19 17.98
C -19.18 16.29 17.58
C -20.21 16.48 18.49
N -16.85 15.95 16.99
O -17.17 15.44 15.94
O -15.74 16.39 17.20
H -20.68 16.85 20.53
H -18.34 16.62 21.30
H -16.51 16.30 19.62
H -19.51 16.07 16.57
H -21.21 16.61 18.10
C -26.02 17.07 18.38
C -26.30 16.78 19.71
C -26.01 15.51 20.20
C -25.40 14.61 19.36
C -25.14 14.87 18.01
C -25.39 16.15 17.55
N -25.16 13.23 19.79
O -25.34 12.99 20.99
O -24.68 12.45 18.98
H -26.16 18.10 18.07
H -26.63 17.60 20.33
H -26.17 15.20 21.23
H -24.66 14.11 17.40
H -25.15 16.45 16.54
C -23.64 8.09 17.22
C -22.29 8.27 17.52
C -21.74 9.53 17.38
C -22.54 10.62 17.10
C -23.86 10.45 16.78
C -24.42 9.18 16.90
N -21.96 11.95 17.17
O -20.94 12.06 17.81
O -22.54 12.86 16.62
H -24.08 7.10 17.29
H -21.63 7.43 17.64
H -20.66 9.62 17.46
H -24.57 11.23 16.56
H -25.47 9.05 16.70
C -12.61 16.34 17.56
C -11.47 16.22 16.78
C -10.32 15.64 17.29
C -10.32 15.18 18.60
C -11.46 15.31 19.38
C -12.62 15.85 18.85
N -9.15 14.52 19.14
O -9.25 14.00 20.24
O -8.13 14.52 18.47
H -13.49 16.81 17.15
H -11.46 16.60 15.77
H -9.40 15.69 16.73
H -11.43 14.97 20.41
H -13.45 15.89 19.54
C -24.81 18.34 23.88
C -25.37 19.09 22.69
O -24.44 20.02 22.14
C -23.59 19.54 21.22
O -23.52 18.39 20.83
O -22.78 20.54 20.85
C -21.81 20.27 19.86
H -24.03 18.96 24.33
H -24.38 17.39 23.58
H -25.59 18.19 24.63
H -26.15 19.79 23.01
H -25.88 18.44 21.98
H -21.16 21.13 19.73
H -22.21 20.07 18.86
H -21.26 19.34 20.06
C -20.92 16.46 23.83
Br -20.57 18.30 23.27
Br -19.36 15.38 23.84
Br -22.25 15.73 22.60
H -21.32 16.58 24.82
```

Output
Multiplicity ... 1
Kohn-Sham gap ... 9.12 eV
DFT total energy ... -292913.164 eV
Largest force on an atom ... 1.7 eV/Å

---

This record from OMol25 describes the ion C2H3N4 with charge -1 in a non-equilibrium geometry. The level of theory is ωB97M-V/def2-TZVPD.

Geometry as XYZ:
```
9
C2H3N4, DFT ωB97M-V/def2-TZVPD
C -0.14 0.09 0.00
C 1.34 -0.01 -0.01
N -1.07 -1.09 0.20
N -0.96 1.07 -0.30
N -2.22 -0.61 0.14
N -2.22 0.71 -0.17
H 1.60 -0.85 0.58
H 1.93 -0.16 -1.00
H 1.74 0.85 0.57
```

Output
Multiplicity ... 1
Total charge ... -1
Kohn-Sham gap ... 8.08 eV
DFT total energy ... -8082.547 eV
Largest force on an atom ... 5.1 eV/Å

---

This record from OMol25 describes an isolated molecule of C2H7N2OPS in a non-equilibrium geometry. The level of theory is ωB97M-V/def2-TZVPD.

Geometry as XYZ:
```
14
C2H7N2OPS, DFT ωB97M-V/def2-TZVPD
N -1.86 0.83 1.36
P -1.65 0.02 -0.13
O -2.92 0.34 -0.93
N -0.20 0.83 -0.72
C 0.97 0.16 -0.26
C 0.67 -1.31 -0.56
S -0.90 -1.92 -0.01
H -1.03 0.83 2.02
H -2.70 0.77 1.88
H -0.33 1.01 -1.75
H 0.81 0.23 0.89
H 1.79 0.60 -0.64
H 0.82 -1.68 -1.53
H 1.47 -2.06 -0.20
```

Output
Multiplicity ... 1
SMILES ... N[P@@]1(=O)NCCS1
Kohn-Sham gap ... 9.88 eV
DFT total energy ... -27340.102 eV
Largest force on an atom ... 6.4 eV/Å

---

This record from OMol25 describes a structure of composition C19H29ClO9PSr. The level of theory is ωB97M-V/def2-TZVPD.

Geometry as XYZ:
```
60
C19H29ClO9PSr, DFT ωB97M-V/def2-TZVPD
Sr -0.85 0.07 1.30
O 0.24 2.84 4.25
C 0.69 1.86 3.46
O 0.22 0.73 3.52
C 2.03 2.19 2.84
O 2.24 1.50 1.64
C 1.76 2.13 0.46
C 0.28 2.54 0.50
O -0.30 2.69 -0.57
O -0.25 2.57 1.66
H -0.58 2.52 4.65
H 2.12 3.27 2.74
H 2.79 1.83 3.54
H 2.37 2.98 0.15
H 1.86 1.37 -0.33
Cl -4.27 4.38 -1.52
C -4.03 2.96 -0.53
C -4.14 3.04 0.85
C -3.94 1.92 1.62
C -3.63 0.65 1.07
C -3.35 -0.47 1.90
C -3.51 0.62 -0.34
C -3.70 1.75 -1.12
H -4.37 3.99 1.31
H -4.03 2.01 2.70
H -3.40 -1.47 1.47
H -3.68 -0.41 2.94
H -3.25 -0.32 -0.83
H -3.60 1.69 -2.20
C 1.25 1.17 -3.41
C 0.72 -0.25 -3.26
C -0.80 -0.25 -3.41
C 1.37 -1.20 -4.26
O 1.10 -0.64 -1.92
P 0.47 -1.90 -1.13
O 0.62 -3.19 -1.84
O -0.87 -1.49 -0.58
O 1.48 -1.73 0.16
C 1.94 -2.82 0.97
C 2.97 -3.63 0.19
C 0.78 -3.70 1.41
C 2.59 -2.15 2.17
H 1.02 1.55 -4.40
H 2.34 1.17 -3.27
H 0.79 1.81 -2.66
H -1.06 0.11 -4.41
H -1.25 0.40 -2.67
H -1.20 -1.26 -3.29
H 1.17 -0.86 -5.28
H 0.99 -2.21 -4.12
H 2.45 -1.21 -4.10
H 2.50 -4.07 -0.69
H 3.38 -4.42 0.82
H 3.78 -2.98 -0.13
H 0.29 -4.15 0.54
H 0.03 -3.12 1.96
H 1.14 -4.50 2.06
H 3.38 -1.47 1.84
H 3.02 -2.90 2.84
H 1.86 -1.57 2.74
```

Output
Multiplicity ... 1
Total charge ... -1
Kohn-Sham gap ... 5.86 eV
DFT total energy ... -61257.024 eV
Largest force on an atom ... 0.6 eV/Å

---

Q: Which of these has the lowest DFT total energy?
A: C41H39Br3N6O15

---

Q: What is the formula in the fourth record?
A: C19H29ClO9PSr